Record 1
A cluster of 2 separate species, C3H10O in total. Source: OMol25; level of theory: ωB97M-V/def2-TZVPD.

The geometry in XYZ format:
```
14
Properties=species:S:1:pos:R:3
C 0.7196 -1.7936 -1.5608
C 1.6897 -0.7868 -1.1207
C -1.7500 1.5419 1.7260
H -0.2623 -1.4620 -1.8647
H 1.1390 -2.4363 -2.4285
H 0.6478 -2.4568 -0.7282
H 1.8331 -0.1000 -1.9622
H 2.6511 -1.2545 -0.9054
H 1.3689 -0.2991 -0.1271
H -1.4937 2.4848 2.1997
H -1.9644 0.8903 2.5809
H -2.5371 1.6222 0.9819
H -0.1860 1.6859 0.5779
O -0.6440 0.9446 0.9261
```

Output
SMILES: CC.CO
Relative energy (zero: lowest compared OMol25 entry of this formula, charge and spin), eV: 1.054
Highest occupied orbital energy, eV: -10.58

Löwdin atomic charge list, values in e, 2 entries: atom 1 (C): -0.211, atom 2 (C): -0.207



Record 2
A cluster of 2 separate species, C3H10O in total. Source: OMol25; level of theory: ωB97M-V/def2-TZVPD.

The geometry in XYZ format:
```
14
Properties=species:S:1:pos:R:3
C -0.8217 -2.2727 0.9854
C -1.3067 -0.8841 0.5607
H -0.2716 -2.7834 0.1667
H -1.5896 -2.9296 1.4409
H -0.0252 -2.0242 1.7229
H -0.8168 -0.2876 -0.1967
H -2.3274 -0.9195 0.1006
H -1.6285 -0.1243 1.3964
C 1.1688 2.1945 -1.0365
O 2.0593 1.1104 -1.1849
H 0.7570 2.2045 -0.0256
H 1.5348 3.2337 -1.0847
H 0.2907 2.0975 -1.7310
H 2.9768 1.3847 -1.1142
```

Output
SMILES: CC.CO
Relative energy (zero: lowest compared OMol25 entry of this formula, charge and spin), eV: 1.193
Highest occupied orbital energy, eV: -10.40

Löwdin atomic charge list, values in e, 2 entries: atom 1 (C): -0.173, atom 2 (C): -0.204



Record 3
A cluster of 2 separate species, C3H10O in total. Source: OMol25; level of theory: ωB97M-V/def2-TZVPD.

The geometry in XYZ format:
```
14
Properties=species:S:1:pos:R:3
C -0.7720 1.4695 -0.3992
O -1.6502 1.6493 -1.5148
H -1.4156 0.8292 -2.0455
H -0.2773 2.5424 -0.2856
H -1.2702 1.2383 0.4845
H -0.0026 0.8163 -0.6937
C 0.6524 -2.0583 0.6826
C 1.6517 -1.0327 1.2194
H -0.1999 -1.6669 -0.0250
H 1.1041 -2.7528 0.0453
H 0.2258 -2.5361 1.5447
H 1.1843 -0.2601 1.7880
H 2.1215 -0.3148 0.5623
H 2.5387 -1.3608 1.7264
```

Output
SMILES: CC.CO
Relative energy (zero: lowest compared OMol25 entry of this formula, charge and spin), eV: 1.470
Highest occupied orbital energy, eV: -10.35

Löwdin atomic charge list, values in e, 2 entries: atom 1 (C): -0.168, atom 2 (O): -0.148



Number 1: frontier orbital gap 11.55 eV, maximum force 2.957 eV Å⁻¹. Number 2: frontier orbital gap 11.32 eV, maximum force 4.094 eV Å⁻¹. Number 3: frontier orbital gap 11.22 eV, maximum force 5.036 eV Å⁻¹.